No. 1
Formula: C4H8N
Source: the Open Molecules 2025 dataset
Level of theory: wB97M-V/def2-TZVPD

CARTESIAN COORDINATES (ANGSTROEM)
C: -1.94674 -1.46986 0.66640
C: -0.59744 -0.83214 0.59537
C: -0.07116 -0.02907 -0.38309
N: 1.17097 0.73814 -0.09222
C: 1.61574 1.65565 -0.86628
H: -2.45896 -1.55043 -0.32366
H: -2.63853 -1.05966 1.43112
H: -1.86697 -2.56485 0.99274
H: 0.20751 -1.23058 1.25111
H: -0.50753 0.59018 -1.22412
H: 1.42461 0.65532 0.94961
H: 2.03096 2.56264 -0.45956
H: 1.60965 1.48299 -2.04611

The net charge is +1. For the frontier orbital gap, the calculation gives 8.8 eV. Its LUMO energy is -5.7 eV. As for the spin multiplicity: 1. For the energy, the calculation gives -5758.4086 eV.

No. 2
Formula: C4H8N
Source: the Open Molecules 2025 dataset
Level of theory: wB97M-V/def2-TZVPD

CARTESIAN COORDINATES (ANGSTROEM)
C: 0.99144 -0.68900 -0.11920
C: 1.22300 0.79605 -0.15315
C: -0.49698 -0.62177 0.44062
C: -0.77129 0.84849 0.47301
N: -1.30172 0.01491 -0.60867
H: 1.17350 -1.38689 -0.92794
H: 1.78305 -0.95274 0.61702
H: 1.55373 1.07798 0.82830
H: 1.50263 1.41104 -0.93039
H: -1.06425 -1.19889 1.13814
H: -1.41564 1.12737 1.25480
H: -0.94611 -0.07658 -1.55176
H: -2.23136 -0.34997 -0.46078

The net charge is +1. For the frontier orbital gap, the calculation gives 10.6 eV. Its LUMO energy is -4.3 eV. As for the spin multiplicity: 1. For the energy, the calculation gives -5756.5055 eV.

No. 3
Formula: C4H8N
Source: the Open Molecules 2025 dataset
Level of theory: wB97M-V/def2-TZVPD

CARTESIAN COORDINATES (ANGSTROEM)
C: -2.14883 -0.19904 0.16060
C: 0.86712 -1.35045 -0.44921
C: -0.98913 0.19057 0.66048
C: 1.13819 0.96789 -0.07246
N: 0.37773 -0.22216 0.01878
H: -2.16885 -0.52732 -0.91923
H: -3.05021 0.04807 0.56863
H: 0.41455 -2.29492 -0.33373
H: 1.91778 -1.42865 -0.81740
H: -0.68508 0.78624 1.42149
H: 0.57048 1.86263 0.34048
H: 2.14649 0.90624 0.46797
H: 1.60975 1.26090 -1.04640

The net charge is +1. For the frontier orbital gap, the calculation gives 10.0 eV. Its LUMO energy is -5.5 eV. As for the spin multiplicity: 1. For the energy, the calculation gives -5758.1937 eV.

No. 4
Formula: C4H8N
Source: the Open Molecules 2025 dataset
Level of theory: wB97M-V/def2-TZVPD

CARTESIAN COORDINATES (ANGSTROEM)
C: 1.57272 -1.40698 -0.63307
C: 0.64870 -0.18610 -0.95830
C: 0.27189 0.57178 0.07446
N: -1.14862 0.70061 0.23815
C: -1.87134 1.09824 1.21538
H: 1.94357 -1.32381 0.37147
H: 1.03464 -2.36353 -0.69508
H: 2.45496 -1.44587 -1.24671
H: 0.28191 -0.12337 -2.00384
H: 0.77327 1.31406 0.85690
H: -1.60577 0.80236 -0.65230
H: -2.99856 1.39681 1.26019
H: -1.35737 0.96579 2.17275

The net charge is +1. For the frontier orbital gap, the calculation gives 8.2 eV. Its LUMO energy is -5.6 eV. As for the spin multiplicity: 1. For the energy, the calculation gives -5757.3099 eV.